A 2-piece molecular cluster, C5H11O2 overall in a non-equilibrium geometry. Source: OMol25; level of theory: ωB97M-V with the def2-TZVPD basis set.

Last column: Mulliken charge in e.
Cartesian coordinates (Å):
C 0.04 -1.28 0.28  0.0972
C 1.05 -1.95 -0.65  -1.0055
C -1.46 -1.11 -0.32  0.4414
O -1.94 0.05 -0.28  -0.7200
O -1.94 -2.20 -0.69  -0.7214
H -0.14 -1.87 1.18  0.2810
H 0.37 -0.27 0.54  -0.2222
H 1.55 -1.19 -1.26  0.2776
H 0.51 -2.58 -1.36  0.2989
H 1.78 -2.56 -0.12  0.2656
C 2.15 2.61 0.18  -0.7575
C 1.16 3.13 1.21  -0.8573
H 1.57 2.04 -0.56  0.2270
H 2.68 3.39 -0.35  0.3405
H 2.76 1.86 0.67  0.2363
H 1.62 3.78 1.97  0.2913
H 0.37 3.78 0.84  0.2716
H 0.70 2.25 1.66  0.2554

Output
Total charge: -1
E, eV: -9459.614
Highest occupied orbital energy, eV: -3.6828
Relative energy (zero: lowest compared OMol25 entry of this formula, charge and spin), eV: 0.4157

A 2-piece molecular cluster, C5H11O2 overall in a non-equilibrium geometry. Source: OMol25; level of theory: ωB97M-V with the def2-TZVPD basis set.

Last column: Mulliken charge in e.
Cartesian coordinates (Å):
C 0.31 -0.72 -1.03  -0.0754
C 1.10 0.13 -2.09  -1.2480
C 1.16 -1.38 0.04  -0.9734
H -0.43 -0.09 -0.57  -0.0118
H -0.32 -1.45 -1.55  0.3385
H 1.80 -0.44 -2.66  0.3495
H 1.54 -0.63 0.74  0.3105
H 0.38 -2.09 0.47  0.2518
H 1.38 1.00 -1.53  0.3336
H 0.39 0.45 -2.87  0.3144
H 1.72 -2.30 -0.15  0.3651
C -1.53 0.60 1.93  -0.9157
C -0.97 1.84 1.20  0.6251
O -1.64 2.28 0.25  -0.7309
O 0.14 2.18 1.67  -0.7252
H -2.28 0.08 1.31  0.3155
H -1.97 0.70 2.92  0.3355
H -0.78 -0.18 1.92  0.1410

Output
Total charge: -1
E, eV: -9458.909
Highest occupied orbital energy, eV: -3.9455
Relative energy (zero: lowest compared OMol25 entry of this formula, charge and spin), eV: 1.1201

A 2-piece molecular cluster, C5H11O2 overall. Source: OMol25; level of theory: ωB97M-V with the def2-TZVPD basis set.

Last column: Mulliken charge in e.
Cartesian coordinates (Å):
C 1.33 -0.94 -0.09  -0.0119
C 1.69 -2.25 -0.78  -1.1810
C 1.47 -0.94 1.44  0.5302
O 1.26 -2.02 2.03  -0.7427
O 1.74 0.18 1.95  -0.7477
H 1.87 -0.06 -0.47  0.3542
H 0.27 -0.77 -0.30  -0.0860
H 0.83 -2.92 -0.77  0.2559
H 2.49 -2.79 -0.26  0.2781
H 2.06 -2.14 -1.81  0.3411
C -1.24 1.94 0.31  -0.3125
C -2.51 1.74 -0.53  -0.9101
H -0.75 2.87 0.05  0.2670
H -1.47 1.96 1.37  0.2692
H -0.56 1.12 0.11  -0.1642
H -3.09 0.90 -0.15  0.2700
H -2.24 1.51 -1.57  0.2740
H -3.15 2.63 -0.51  0.3165

Output
Total charge: -1
E, eV: -9459.788
Highest occupied orbital energy, eV: -3.8263
Relative energy (zero: lowest compared OMol25 entry of this formula, charge and spin), eV: 0.2412

A 2-piece molecular cluster, C5H11O2 overall in a non-equilibrium geometry. Source: OMol25; level of theory: ωB97M-V with the def2-TZVPD basis set.

Last column: Mulliken charge in e.
Cartesian coordinates (Å):
C -0.55 1.28 0.63  -0.3276
C 0.97 1.16 0.57  -1.1834
C -1.12 -0.02 1.56  0.4743
O -0.78 0.06 2.74  -0.6903
O -1.75 -0.83 0.85  -0.7034
H -0.97 2.18 1.08  0.3141
H -1.05 0.92 -0.27  0.1833
H 1.35 1.60 -0.34  0.3580
H 1.31 0.13 0.76  0.2652
H 1.32 1.71 1.46  0.3274
C 0.75 -0.24 -2.66  -0.4951
C 1.75 -1.41 -2.59  -0.8935
H 0.82 0.46 -1.83  -0.0885
H 0.66 0.30 -3.61  0.3799
H -0.24 -0.70 -2.62  0.2485
H 1.37 -1.98 -1.73  0.2435
H 1.68 -2.00 -3.51  0.2964
H 2.79 -1.23 -2.37  0.2912

Output
Total charge: -1
E, eV: -9459.085
Highest occupied orbital energy, eV: -3.2915
Relative energy (zero: lowest compared OMol25 entry of this formula, charge and spin), eV: 0.9438